[1]
A molecular structure, C20H17BIrN6O2S3, computed with ωB97M-V/def2-TZVPD.

Atoms and positions in Å:
1 Ir -0.419 -0.317 -0.153
2 C 1.338 5.077 -0.923
3 C 2.430 4.315 -0.186
4 N 2.466 2.905 -0.565
5 C 1.530 2.038 -0.159
6 S 1.737 0.340 -0.802
7 N 0.592 2.378 0.652
8 N -0.330 1.384 0.913
9 C -1.251 1.589 1.807
10 C -1.392 2.853 2.588
11 C -2.135 0.448 2.002
12 C -3.203 0.449 2.896
13 C -3.970 -0.686 3.040
14 C -3.653 -1.815 2.288
15 C -2.586 -1.763 1.419
16 N -1.836 -0.661 1.277
17 H 1.348 6.126 -0.626
18 H 0.359 4.663 -0.691
19 H 1.492 5.019 -2.000
20 H 2.290 4.383 0.894
21 H 3.410 4.728 -0.421
22 H 3.270 2.539 -1.042
23 H -0.688 3.594 2.226
24 H -1.205 2.673 3.649
25 H -2.404 3.247 2.490
26 H -3.423 1.345 3.459
27 H -4.808 -0.699 3.723
28 H -4.226 -2.727 2.367
29 H -2.290 -2.605 0.808
30 S -2.210 0.455 -1.509
31 C -2.861 -1.078 -2.022
32 C -4.175 -1.041 -2.590
33 N -5.237 -0.976 -3.029
34 C -2.167 -2.243 -1.947
35 S -0.567 -2.365 -1.260
36 C -2.735 -3.456 -2.455
37 N -3.177 -4.448 -2.837
38 O 0.429 1.859 -2.839
39 B 0.943 0.640 -2.451
40 O 0.934 -0.311 -3.438
41 C 0.233 0.299 -4.465
42 C -0.158 -0.239 -5.666
43 C -0.876 0.603 -6.514
44 C -1.177 1.912 -6.156
45 C -0.775 2.443 -4.931
46 C -0.070 1.603 -4.107
47 H 0.068 -1.264 -5.923
48 H -1.217 0.223 -7.468
49 H -1.745 2.530 -6.837
50 H -1.020 3.452 -4.633

Computed properties:
HOMO (alpha / beta) in eV: -6.700 / -6.957
E_LUMO (alpha / beta) in eV: -1.0 / -1.3
Gap between HOMO and LUMO (alpha / beta) in eV: 5.7181 / 5.6827
2S+1: 2

[2]
A molecular structure, C20H17Cl2N3O6S, computed with ωB97M-V/def2-TZVPD.

Atoms and positions in Å:
1 C 1.718 4.791 0.381
2 H 1.628 4.493 1.377
3 C 2.139 3.340 -0.368
4 C 3.630 3.118 -0.180
5 O 4.526 3.959 -0.603
6 N 3.984 1.997 0.234
7 C 3.201 1.018 0.772
8 N 3.581 -0.410 0.079
9 C 2.983 -1.472 0.510
10 C 1.964 -1.462 1.586
11 C 1.923 -0.317 2.491
12 C 2.636 0.847 1.907
13 Cl 2.276 2.358 2.564
14 H 1.176 -0.275 3.285
15 Cl 1.231 -2.937 2.004
16 H 3.075 -2.216 0.060
17 H 4.852 1.748 -0.047
18 H 2.132 3.780 -1.480
19 O 1.289 2.307 -0.070
20 C 0.990 1.633 -0.953
21 O 1.531 1.628 -2.246
22 C 0.202 0.588 -0.365
23 C -0.609 0.616 0.710
24 C -1.340 -0.336 1.262
25 C -0.975 -1.888 0.467
26 C -0.459 -1.926 -0.635
27 C 0.172 -0.678 -1.315
28 H 0.927 -0.984 -1.955
29 H -0.359 -2.706 -1.021
30 S -2.055 -3.053 1.267
31 O -1.482 -4.372 0.634
32 O -1.760 -3.040 2.577
33 N -3.610 -2.797 0.977
34 H -4.187 -3.128 1.537
35 C -4.019 -3.000 -0.470
36 C -3.523 -2.071 -1.150
37 C -3.655 -0.717 -1.365
38 C -3.163 0.072 -2.162
39 C -2.450 -1.115 -2.958
40 O -2.702 -2.203 -2.220
41 H -2.044 -1.107 -3.844
42 H -2.946 1.159 -2.393
43 H -4.260 0.028 -0.522
44 H -5.141 -3.014 -0.528
45 H -3.437 -4.000 -0.769
46 H -2.053 -0.445 1.923
47 H -0.825 1.633 0.992
48 H 2.376 5.548 0.045
49 H 0.910 5.010 -0.023

Computed properties:
HOMO in eV: -8.359
E_LUMO in eV: -1.3
Gap between HOMO and LUMO in eV: 7.0895

[3]
A molecular structure, C20H17ClFO2PPd, computed with ωB97M-V/def2-TZVPD.

Atoms and positions in Å:
1 Pd -2.474 1.110 -0.415
2 Cl -3.468 -0.715 1.150
3 C -2.088 -1.674 1.634
4 C -2.353 -2.737 2.482
5 C -1.304 -3.514 2.944
6 C 0.000 -3.220 2.568
7 C 0.244 -2.155 1.717
8 C -0.797 -1.366 1.220
9 P -0.454 -0.014 0.043
10 C 1.160 0.604 0.558
11 C 1.212 1.402 1.701
12 C 2.429 1.884 2.153
13 C 3.595 1.585 1.457
14 C 3.542 0.809 0.308
15 C 2.324 0.319 -0.148
16 C -0.183 -0.826 -1.553
17 C 0.045 -2.191 -1.692
18 C 0.212 -2.740 -2.956
19 C 0.156 -1.927 -4.080
20 C -0.072 -0.564 -3.942
21 C -0.250 -0.014 -2.683
22 H -3.373 -2.942 2.779
23 H -1.509 -4.343 3.608
24 H 0.823 -3.817 2.935
25 H 1.262 -1.924 1.427
26 H 0.297 1.650 2.229
27 H 2.469 2.501 3.041
28 H 4.546 1.966 1.807
29 H 4.449 0.585 -0.239
30 H 2.281 -0.282 -1.047
31 H 0.081 -2.835 -0.822
32 H 0.378 -3.805 -3.062
33 H 0.276 -2.358 -5.066
34 H -0.135 0.071 -4.816
35 H -0.463 1.046 -2.580
36 C -1.091 4.927 -0.059
37 C -1.582 3.515 -0.196
38 O -2.040 2.907 0.816
39 O -1.547 2.948 -1.326
40 H -0.832 5.142 0.975
41 H -1.890 5.602 -0.369
42 H -0.239 5.091 -0.715
43 F -3.637 0.300 -1.787

Computed properties:
HOMO (alpha / beta) in eV: -8.155 / -9.314
E_LUMO (alpha / beta) in eV: 0.2 / -0.9
Gap between HOMO and LUMO (alpha / beta) in eV: 8.3510 / 8.4213
2S+1: 3